The following is a quantum chemistry calculation of a single C2H6N4O molecule, from OMol25.

The relative energy (zero: lowest compared OMol25 entry of this formula, charge and spin) is 101.7 kcal per mole. As for the SMILES: [H]/N=C(/N)O/C(N)=N/[H]. Its LUMO energy is 0.0115 Eh. The calculation puts the gap between HOMO and LUMO at 9.2 eV.

```
! RIJCOSX wB97M-V def2-TZVPD def2/J DEFGRID3
* xyz 0 1
H -0.78 2.14 0.40
N -1.54 1.39 0.11
C -1.29 0.19 0.07
N -2.17 -0.82 -0.19
O -0.09 -0.38 0.26
C 1.15 0.19 0.00
N 2.09 -0.85 -0.10
N 1.09 1.53 -0.17
H 2.03 2.04 -0.60
H -1.70 -1.99 -0.39
H -3.14 -0.66 -0.14
H 3.00 -0.99 0.71
H 1.37 -1.79 0.05
*
```

Atomic partial charges in e from the Löwdin method, atoms 1 to 2:
1 H 0.099
2 N 0.125



The following is a quantum chemistry calculation of a single C2H6N4O molecule, from OMol25.

The relative energy (zero: lowest compared OMol25 entry of this formula, charge and spin) is 111.3 kcal per mole. As for the SMILES: [H]/N=C/NO/C=N/N. Its LUMO energy is 0.0343 Eh. The calculation puts the gap between HOMO and LUMO at 10.1 eV.

```
! RIJCOSX wB97M-V def2-TZVPD def2/J DEFGRID3
* xyz 0 1
H 2.12 -0.24 2.64
N 1.96 -0.65 1.70
C 0.75 -0.54 1.47
N 0.06 -1.33 0.54
O -1.14 -0.92 0.09
C -1.24 0.19 -0.74
N -0.16 0.82 -1.08
N -0.19 2.09 -1.73
H 0.13 0.06 2.23
H 0.76 -1.55 -0.21
H -2.36 0.43 -1.01
H -1.05 2.18 -2.33
H 0.71 2.09 -2.31
*
```

Atomic partial charges in e from the Löwdin method, atoms 1 to 2:
1 H 0.058
2 N 0.068



The following is a quantum chemistry calculation of a single C2H6N4O molecule, from OMol25.

The relative energy (zero: lowest compared OMol25 entry of this formula, charge and spin) is 123.2 kcal per mole. As for the SMILES: N/N=C\NNC=O. Its LUMO energy is 0.0305 Eh. The calculation puts the gap between HOMO and LUMO at 10.2 eV.

```
! RIJCOSX wB97M-V def2-TZVPD def2/J DEFGRID3
* xyz 0 1
N 0.25 -1.42 -1.26
N -0.93 -0.54 -1.18
C -1.17 -0.05 -0.14
N -0.62 -0.15 1.09
N 0.84 0.16 0.88
C 1.07 1.47 0.59
O 0.02 2.24 0.43
H -0.02 -1.88 -2.24
H 0.02 -2.18 -0.49
H -2.05 0.75 -0.05
H -0.80 0.51 1.80
H 1.21 -0.52 -0.02
H 2.17 1.61 0.60
*
```

Atomic partial charges in e from the Löwdin method, atoms 1 to 2:
1 N -0.044
2 N -0.022